Model w:
# H2N2P2

One molecule with the formula H2N2P2 (ωB97M-V/def2-TZVPD, the Open Molecules 2025 dataset).

As for the SMILES: N1=P2=[P@H]1N2. As for the LUMO energy (spin up / spin down): -0.67 / -0.67 eV. The charge is 0. As for the gap between HOMO and LUMO (spin up / spin down): 0.303 / 0.303 Ha. The HOMO energy (spin up / spin down) is -8.918 / -8.918 eV.

Each atom is followed by the atoms it is bonded to, with distances in Å.
Atoms and positions in Å:
1 N 0.161 0.754 -0.317  P2 1.676, P3 1.761, H4 0.992
2 P -1.455 0.750 0.128  N1 1.676, P3 2.566, N5 1.805
3 P 0.390 -0.990 -0.262  N1 1.761, P2 2.566, N5 1.699, H6 1.569
4 H 0.783 1.346 -0.814  N1 0.992
5 N -1.216 -1.032 0.289  P2 1.805, P3 1.699
6 H 1.338 -0.828 0.977  P3 1.569



Model x:
# H2N2P2

One molecule with the formula H2N2P2 (ωB97M-V/def2-TZVPD, the Open Molecules 2025 dataset).

As for the SMILES: [H]/P=N\[PH]#N. As for the LUMO energy: -1.33 eV. The charge is 0. As for the gap between HOMO and LUMO: 0.295 Ha. The HOMO energy is -9.347 eV.

Each atom is followed by the atoms it is bonded to, with distances in Å.
Atoms and positions in Å:
1 P 0.187 1.622 -1.420  H2 1.389, N5 1.528
2 H -0.391 1.965 -0.204  P1 1.389
3 N -0.343 -0.935 2.122  P4 1.502
4 P -0.067 -0.855 0.647  N3 1.502, N5 2.009, H6 1.386
5 N 0.158 0.130 -1.089  P1 1.528, P4 2.009
6 H 0.457 -1.928 -0.057  P4 1.386



Which of them is most stable? Easy: model w.